No. 1
Below is 2 unconnected molecules or ions with the total composition CH3BrCl2Si, with properties calculated with ωB97M-V/def2-TZVPD.

CARTESIAN COORDINATES (ANGSTROEM)
H  -1.9101  1.5796  -1.9064
Cl  1.8286  -1.6434  3.3045
Br  -1.2557  -0.6409  -0.8099
C  -1.8507  0.5966  -2.1617
H  -2.7907  0.1555  -2.7666
Si  1.6340  -0.3528  1.7570
Cl  2.5213  1.4071  1.9091
H  1.8233  -1.1017  0.6740

HOMO energy (spin up / spin down) in hartree: -0.335 / -0.277
LUMO level (spin up / spin down) in eV: -0.65 / -0.66
Frontier orbital gap (spin up / spin down) in Eh: 0.312 / 0.252
Energy in eV: -104048.8378
Energy above the lowest of the compared OMol25 structures with the same formula, charge and spin in kcal per mole: 101.3

=====

No. 2
Below is a single C4H3NO3 molecule, with properties calculated with ωB97M-V/def2-TZVPD.

CARTESIAN COORDINATES (ANGSTROEM)
H  -0.4547  -2.2077  0.6205
N  -2.1433  -0.9184  0.0132
H  1.6740  1.5893  0.5792
O  1.9614  -1.4121  -0.3722
C  -0.9634  1.0028  -0.1624
O  2.1581  0.9323  0.0990
C  -0.0477  -0.0011  0.0640
C  1.4507  -0.3189  -0.1721
H  -0.7557  2.1228  -0.5510
O  -2.1001  0.3985  -0.2707
C  -0.7792  -1.1874  0.1526

HOMO energy in hartree: -0.392
SMILES string: O=C(O)c1cnoc1
LUMO level in eV: 0.13
Frontier orbital gap in Eh: 0.397
Energy in eV: -11825.8584
Energy above the lowest of the compared OMol25 structures with the same formula, charge and spin in kcal per mole: 84.7

=====

No. 3
Below is a gas-phase ion, C4H11NO (charge -1), with properties calculated with ωB97M-V/def2-TZVPD.

CARTESIAN COORDINATES (ANGSTROEM)
H  -0.9619  2.7170  -1.0581
C  0.7418  0.4174  0.9715
H  1.2086  -1.7007  1.5065
H  -1.8399  1.8856  0.3657
H  1.7292  0.6890  1.3888
H  -0.3531  3.0886  0.6403
C  -0.2334  -1.8134  -0.1186
C  0.9176  -1.1089  0.5518
O  -0.8247  -1.1391  -1.2487
H  0.0722  0.5529  1.8333
H  -0.9698  -1.9806  0.7995
H  0.1410  -2.8982  -0.3698
N  0.2003  1.1578  -0.2176
H  1.8454  -1.1383  -0.0558
H  -0.4511  -0.1310  -1.0978
H  0.9885  1.6098  -0.7740
C  -0.7950  2.2239  -0.0155

HOMO energy (spin up / spin down) in hartree: 0.044 / -0.195
2S+1: 2
Total charge: -1
LUMO level (spin up / spin down) in eV: 4.14 / 3.99
Frontier orbital gap (spin up / spin down) in Eh: 0.109 / 0.341
Energy in eV: -7861.1158
Energy above the lowest of the compared OMol25 structures with the same formula, charge and spin in kcal per mole: 32.2

=====

No. 4
Below is a single C4H5Cl molecule, with properties calculated with ωB97M-V/def2-TZVPD.

CARTESIAN COORDINATES (ANGSTROEM)
C  0.5116  0.4289  -0.8365
H  0.3567  0.3530  -1.9282
C  0.1722  -0.5447  0.2035
H  0.7443  -1.2656  0.8141
H  -1.8135  -1.8680  0.5846
C  -1.7052  -1.4365  -0.3611
C  -0.4155  0.8119  0.3325
H  -0.2239  1.3867  1.1318
H  1.4184  0.9692  -0.4734
Cl  -2.1523  0.5113  0.0450

HOMO energy in hartree: -0.303
LUMO level in eV: 0.65
Frontier orbital gap in Eh: 0.326
Energy in eV: -16743.5071
Energy above the lowest of the compared OMol25 structures with the same formula, charge and spin in kcal per mole: 152.6

=====

No. 5
Below is 5 unconnected molecules or ions with the total composition C30H69Cl2N6O10, with properties calculated with ωB97M-V/def2-TZVPD.

CARTESIAN COORDINATES (ANGSTROEM)
H  -10.5306  -4.6131  -4.4303
N  -2.5213  0.2294  4.8066
C  -3.1608  -1.9538  5.9492
C  2.7052  6.7801  5.8697
H  4.9419  -0.5811  1.8247
H  -8.2986  -3.4297  -4.6623
H  1.2901  -1.1799  3.1773
H  -7.8922  -1.1961  -3.4849
O  -0.2846  -1.1276  4.4436
H  -5.0995  0.4316  5.1927
H  4.8723  1.3333  -4.7239
C  3.4395  1.6044  -2.0878
C  4.2643  -1.0542  -6.8506
C  -11.3047  -5.3669  -2.2624
C  -8.4314  -1.5715  -2.6087
C  1.0712  1.7065  0.3500
C  8.5633  -1.4626  -3.8673
H  5.7454  -0.1752  -4.4911
H  1.9408  4.5336  3.7780
O  3.0017  -1.1344  2.0910
C  -8.6757  -3.7550  -3.6881
H  1.6633  1.9356  1.2481
H  -0.2438  -0.2842  1.5828
H  -11.5343  -4.3173  -2.0534
H  -3.4579  -1.1565  6.6899
N  -9.3450  -2.6341  -3.0327
H  3.7443  4.6770  1.1146
H  -3.8185  -3.8876  6.0995
N  -4.2204  -2.9864  5.8206
H  -2.2224  -2.4021  6.3724
C  7.1689  -2.1910  -6.8791
H  4.9817  7.2704  5.2010
H  3.8958  4.8279  4.2463
O  8.5084  -1.0446  -5.2216
H  3.0707  0.5743  -2.0761
H  8.7309  -3.0850  -5.6594
C  -1.3238  -1.8496  4.2051
H  1.8463  0.4424  2.8407
N  6.0959  -2.6142  -5.9833
H  -9.8363  -2.9766  -2.2160
H  5.8344  6.5676  2.9170
N  4.7878  4.9800  3.7916
C  -3.7969  -1.3630  3.4345
H  4.5300  1.5770  -2.1284
H  3.1752  7.4312  6.6127
Cl  -6.2123  -1.1371  2.1195
C  8.5002  -2.1313  -6.1441
H  3.2807  -1.1473  -7.3209
H  -6.7995  -1.0225  -1.3593
C  4.8172  6.3337  3.2458
H  0.7512  4.0086  2.5941
H  -7.7617  -4.2224  -0.5639
H  1.9008  5.2814  2.1477
H  3.0698  2.1241  -2.9774
H  4.7044  -3.0680  -7.4793
H  -5.9014  -1.1875  5.6185
C  5.2074  0.4248  -5.2283
H  3.0397  5.7484  6.0137
C  -9.6327  -4.9219  -3.8857
H  -9.1289  -5.6865  -4.4854
Cl  -3.3273  -1.9741  1.7971
C  4.9740  3.9355  2.7820
H  -6.7386  -2.7146  -1.7919
H  4.2085  2.9954  1.0348
H  4.1437  6.4292  2.3855
O  4.0592  -0.2691  -5.6870
H  4.0641  -2.9311  -5.8504
H  -11.4739  -5.9424  -1.3519
H  4.8957  -0.5268  -7.5748
H  4.5347  8.3562  3.8812
H  9.4230  -2.1158  -3.6930
H  5.9357  4.0926  2.2815
H  -4.8790  -2.7896  6.5832
H  9.2914  -1.9317  -6.8738
H  3.8112  0.7825  1.9105
O  3.0633  2.2887  -0.9077
H  -3.1083  0.5951  5.5535
H  6.1368  -2.0600  -5.1367
O  -8.0184  -2.1698  -0.2454
H  0.0387  2.0278  0.5250
C  1.7276  -0.5521  2.3959
C  4.7591  -2.4744  -6.5605
H  -9.4516  -3.6625  -0.3397
C  -8.4104  -3.5154  -0.0406
H  -2.6875  0.7010  3.9205
H  1.6248  6.8127  6.0121
H  5.0535  2.9891  3.3247
H  5.8747  0.7130  -6.0450
H  3.8954  -0.2528  0.4457
C  4.3811  7.3520  4.2896
C  3.9425  -0.2385  1.5393
C  -5.1038  -0.9989  3.5417
H  -6.7153  0.0233  4.5512
C  3.8786  3.7760  1.7240
H  2.0091  0.0134  -0.2664
O  2.6379  3.3247  2.2475
N  1.0862  0.2737  0.0585
O  2.9859  7.2254  4.5535
O  -1.2100  -2.9887  3.7274
H  1.1379  2.2748  -1.7475
H  0.6767  -1.5882  0.8551
C  -7.4236  -1.9090  -1.5060
C  -5.7233  -0.4186  4.8360
H  -11.9706  -5.7454  -3.0436
H  -9.0563  -0.7490  -2.2487
H  1.5104  3.5702  -0.6039
O  -9.9466  -5.5245  -2.6320
H  -8.3487  -3.7220  1.0298
H  8.6701  -0.5736  -3.2454
C  1.7815  4.3527  2.7127
C  1.6531  2.5031  -0.8087
H  -7.8297  -4.1152  -3.0911
H  7.6411  -1.9756  -3.5780
H  6.9712  -1.1942  -7.2917
C  0.7507  -0.5604  1.2209
C  -2.7580  -1.2298  4.6028
H  7.2463  -2.9001  -7.7088

HOMO energy in hartree: -0.152
Total charge: -1
LUMO level in eV: 2.12
Frontier orbital gap in Eh: 0.229
Energy in eV: -86683.8585

=====

No. 6
Below is a single C3H5NO2 molecule, with properties calculated with ωB97M-V/def2-TZVPD.

CARTESIAN COORDINATES (ANGSTROEM)
H  -1.6723  0.8434  0.5692
C  0.0251  -0.7516  -1.0029
H  -0.2911  0.0060  -1.7145
C  0.4467  0.6362  0.6309
O  -0.0054  1.6937  1.0482
C  -0.4750  -0.5448  0.3650
H  0.1214  -1.7574  -1.4312
H  -0.2861  -1.3910  1.0343
O  -1.7905  -0.1015  0.3309
N  1.6167  0.2849  0.0851
H  2.2569  1.1020  0.0694

HOMO energy (spin up / spin down) in hartree: -0.367 / -0.367
LUMO level (spin up / spin down) in eV: -1.41 / -1.41
Frontier orbital gap (spin up / spin down) in Eh: 0.315 / 0.315
Energy in eV: -8773.9480
Energy above the lowest of the compared OMol25 structures with the same formula, charge and spin in kcal per mole: 86.4